A.
# C6H12NS

A gas-phase ion, C6H12NS (charge +1) (ωB97M-V/def2-TZVPD, the Open Molecules 2025 dataset).

Values from the calculation:
SMILES: C[C@@H]1[NH2+][C@]2(C)C[C@@H]2S1
Orbital gap (eV): 9.98
Molecular weight (g mol⁻¹): 130.24
Net charge: +1
2S+1: 1

Positions of all 20 atoms, in Å:
S 0.323 -0.975 1.863
N -0.252 0.851 -0.175
C 0.781 1.780 2.051
C -0.081 -1.596 0.219
C 0.126 -0.657 -2.235
C 0.942 0.626 1.158
C -1.528 -1.450 -0.327
C -0.476 -0.526 -0.778
H -1.223 1.247 0.171
H 0.372 -2.508 -0.032
H -0.202 1.910 2.337
H 2.024 0.399 0.658
H 1.649 1.757 2.682
H -0.511 0.078 -2.817
H 0.001 -1.660 -2.561
H 0.888 2.786 1.632
H 1.152 -0.385 -2.291
H -2.289 -0.973 0.158
H -2.032 -2.190 -1.003
H 0.335 1.485 -0.711

Population analysis type natural (NBO), resulting atomic charges in e: number 1, S, carries 0.30; number 2, N, carries -0.60; number 3, C, carries -0.72; number 4, C, carries -0.39; number 5, C, carries -0.60; number 6, C, carries -0.09; number 7, C, carries -0.41; number 8, C, carries 0.11; number 9, H, carries 0.45; number 10, H, carries 0.26; number 11, H, carries 0.24; number 12, H, carries 0.27; number 13, H, carries 0.28; number 14, H, carries 0.23; number 15, H, carries 0.24; number 16, H, carries 0.25; number 17, H, carries 0.22; number 18, H, carries 0.23; number 19, H, carries 0.27; number 20, H, carries 0.44

=====

B.
# C6H12NS

A gas-phase ion, C6H12NS (charge +1) (ωB97M-V/def2-TZVPD, the Open Molecules 2025 dataset).

Values from the calculation:
Orbital gap (eV): 6.93
Molecular weight (g mol⁻¹): 130.24
Net charge: +1
2S+1: 1

Positions of all 20 atoms, in Å:
S 3.082 0.546 0.146
N -0.371 1.079 0.481
C 1.085 -1.407 0.158
C 1.794 -0.291 -0.530
C -1.454 -0.879 -0.695
C -0.807 2.203 -0.283
C -1.266 -0.071 0.579
C -0.412 -1.369 0.221
H -1.163 -0.658 -1.737
H -1.836 1.950 -0.533
H 1.126 -2.189 -0.580
H -1.961 0.016 1.445
H -0.654 -2.427 0.580
H 2.986 -0.236 1.283
H -0.105 2.186 -1.217
H -2.350 -1.468 -0.685
H 1.259 0.248 -1.374
H 0.176 1.345 1.272
H -0.696 3.106 0.463
H 1.567 -1.684 1.007

Population analysis type natural (NBO), resulting atomic charges in e: number 1, S, carries 0.38; number 2, N, carries -0.62; number 3, C, carries -0.50; number 4, C, carries -0.09; number 5, C, carries -0.43; number 6, C, carries -0.41; number 7, C, carries -0.06; number 8, C, carries -0.21; number 9, H, carries 0.23; number 10, H, carries 0.22; number 11, H, carries 0.30; number 12, H, carries 0.24; number 13, H, carries 0.24; number 14, H, carries 0.15; number 15, H, carries 0.18; number 16, H, carries 0.25; number 17, H, carries 0.27; number 18, H, carries 0.38; number 19, H, carries 0.22; number 20, H, carries 0.23

=====

C.
# C6H12NS

A molecular structure, C6H12NS (ωB97M-V/def2-TZVPD, the Open Molecules 2025 dataset).

Values from the calculation:
Orbital gap (eV): 10.30
Molecular weight (g mol⁻¹): 130.24
Net charge: +1
2S+1: 1

Positions of all 20 atoms, in Å:
S -2.737 0.183 0.510
N -0.807 -1.051 -1.016
C 0.982 0.473 1.067
C -0.026 -1.644 0.012
C -1.286 0.368 -0.624
C 0.331 1.317 0.082
C 1.311 -0.910 0.370
C 0.685 2.401 -0.596
H 0.095 -2.635 -0.295
H -0.603 -1.513 0.985
H -1.539 0.942 -1.525
H -0.019 2.754 -1.369
H 1.903 -1.402 1.134
H 1.887 1.031 1.272
H 1.622 2.847 -0.248
H -1.699 -1.725 -1.284
H -0.279 -1.013 -1.811
H -2.251 0.037 1.772
H 0.442 0.296 2.034
H 1.988 -0.755 -0.470

Population analysis type natural (NBO), resulting atomic charges in e: number 1, S, carries 0.02; number 2, N, carries -0.53; number 3, C, carries -0.50; number 4, C, carries -0.24; number 5, C, carries -0.26; number 6, C, carries 0.15; number 7, C, carries -0.41; number 8, C, carries -0.42; number 9, H, carries 0.23; number 10, H, carries 0.23; number 11, H, carries 0.24; number 12, H, carries 0.24; number 13, H, carries 0.26; number 14, H, carries 0.25; number 15, H, carries 0.25; number 16, H, carries 0.46; number 17, H, carries 0.42; number 18, H, carries 0.15; number 19, H, carries 0.24; number 20, H, carries 0.23

=====

Which of them is the most stable? Correct choice: A.

=====

A.
# C2H10N2O

2 unconnected molecules or ions with the total composition C2H10N2O (ωB97M-V/def2-TZVPD, the Open Molecules 2025 dataset).

Values from the calculation:
SMILES: CNCO.N
Orbital gap (eV): 9.93
Molecular weight (g mol⁻¹): 78.11
Net charge: 0
2S+1: 1

Positions of all 15 atoms, in Å:
O 2.622 -1.391 -1.538
N -2.328 2.223 0.528
N 1.088 -0.438 0.152
C -0.288 -0.457 0.685
C 1.394 -1.482 -0.820
H -1.889 2.623 1.374
H -0.632 -1.418 1.048
H -3.202 2.720 0.375
H 1.378 -2.466 -0.301
H -0.960 -0.076 -0.069
H -0.367 0.253 1.501
H 2.575 -0.583 -2.071
H 1.762 -0.497 0.915
H 0.570 -1.527 -1.541
H -1.723 2.515 -0.237

Population analysis type natural (NBO), resulting atomic charges in e: number 1, O, carries -0.71; number 2, N, carries -1.07; number 3, N, carries -0.65; number 4, C, carries -0.42; number 5, C, carries 0.10; number 6, H, carries 0.36; number 7, H, carries 0.17; number 8, H, carries 0.36; number 9, H, carries 0.14; number 10, H, carries 0.21; number 11, H, carries 0.20; number 12, H, carries 0.47; number 13, H, carries 0.35; number 14, H, carries 0.14; number 15, H, carries 0.36

=====

B.
# C2H10N2O

2 unconnected molecules or ions with the total composition C2H10N2O (ωB97M-V/def2-TZVPD, the Open Molecules 2025 dataset).

Values from the calculation:
SMILES: NCCO.N
Orbital gap (eV): 10.09
Molecular weight (g mol⁻¹): 78.11
Net charge: 0
2S+1: 1

Positions of all 15 atoms, in Å:
O 1.071 -0.388 0.829
N -0.355 0.417 -2.469
N -0.982 -0.191 2.724
C 0.291 0.705 -1.207
C 0.307 -0.524 -0.369
H -1.772 -0.420 2.102
H -0.726 -0.895 -0.172
H -1.415 0.502 3.360
H 1.303 1.029 -1.361
H 0.490 -0.096 1.492
H -0.923 -1.090 3.224
H 0.733 -1.392 -0.976
H 0.289 -0.088 -3.014
H -0.180 1.646 -0.666
H -0.597 1.237 -2.956

Population analysis type natural (NBO), resulting atomic charges in e: number 1, O, carries -0.74; number 2, N, carries -0.84; number 3, N, carries -1.08; number 4, C, carries -0.24; number 5, C, carries -0.07; number 6, H, carries 0.36; number 7, H, carries 0.16; number 8, H, carries 0.37; number 9, H, carries 0.17; number 10, H, carries 0.49; number 11, H, carries 0.37; number 12, H, carries 0.16; number 13, H, carries 0.35; number 14, H, carries 0.18; number 15, H, carries 0.36

=====

Which of them is the most stable? Correct choice: B.

=====

A.
# C4H8O2

A molecular structure, C4H8O2 (ωB97M-V/def2-TZVPD, the Open Molecules 2025 dataset).

Values from the calculation:
Orbital gap (eV): 9.03
Molecular weight (g mol⁻¹): 88.11
Net charge: 0
2S+1: 1

Positions of all 14 atoms, in Å:
O -0.372 2.372 1.405
O -0.340 -1.092 0.905
C -0.256 -0.145 1.807
C -0.495 -0.304 -1.062
C -0.399 1.254 1.063
C 0.944 -0.456 -1.470
H 1.501 0.485 -1.391
H -1.068 -1.218 -1.028
H 0.981 -0.776 -2.519
H -1.035 0.447 -1.659
H -0.548 0.748 -0.074
H 1.437 -1.213 -0.858
H 0.716 -0.013 2.324
H -1.068 -0.087 2.559

Population analysis type natural (NBO), resulting atomic charges in e: number 1, O, carries -0.44; number 2, O, carries -0.64; number 3, C, carries -0.16; number 4, C, carries -0.26; number 5, C, carries 0.58; number 6, C, carries -0.65; number 7, H, carries 0.21; number 8, H, carries 0.24; number 9, H, carries 0.22; number 10, H, carries 0.20; number 11, H, carries 0.10; number 12, H, carries 0.24; number 13, H, carries 0.18; number 14, H, carries 0.18

=====

B.
# C4H8O2

2 unconnected molecules or ions with the total composition C4H8O2 (ωB97M-V/def2-TZVPD, the Open Molecules 2025 dataset).

Values from the calculation:
SMILES: C=C(C=O)OC.[H][H]
Orbital gap (eV): 8.78
Molecular weight (g mol⁻¹): 88.11
Net charge: 0
2S+1: 1

Positions of all 14 atoms, in Å:
O -0.601 1.085 0.119
O 0.696 -2.220 0.421
C 0.352 0.185 -0.227
C 1.504 0.755 -0.707
C -1.819 0.647 0.691
C 0.317 -1.095 0.608
H -2.114 -0.353 0.345
H 2.039 0.477 -1.600
H 1.788 1.702 -0.274
H -0.020 -0.790 1.624
H -1.755 0.656 1.783
H 0.729 -1.182 -1.652
H -2.573 1.367 0.365
H 1.458 -1.234 -1.495

Population analysis type natural (NBO), resulting atomic charges in e: number 1, O, carries -0.50; number 2, O, carries -0.50; number 3, C, carries 0.21; number 4, C, carries -0.45; number 5, C, carries -0.27; number 6, C, carries 0.35; number 7, H, carries 0.19; number 8, H, carries 0.23; number 9, H, carries 0.20; number 10, H, carries 0.14; number 11, H, carries 0.18; number 12, H, carries 0.00; number 13, H, carries 0.21; number 14, H, carries 0.02

=====

Which of them is the most stable? Correct choice: A.